The following is a quantum chemistry calculation of a molecular structure, C32H92F4N29O17P in a non-equilibrium geometry, from the OMol25 dataset.

Computed properties:
Kohn-Sham gap: 8.3913 eV
electronic energy: -4882.7566 a.u.

Positions of all 175 atoms, in Å:
C 1.029 1.192 0.126
O 1.278 0.939 -1.233
C 0.880 2.060 -1.999
C 0.761 1.713 -3.473
C -0.689 1.779 -3.985
C -0.967 3.085 -4.732
C -1.218 4.264 -3.756
C -2.592 4.922 -3.862
C -3.790 3.942 -3.660
C -3.793 3.459 -2.186
P -5.271 2.404 -1.717
C -4.561 0.943 -2.706
C -5.442 -0.328 -2.636
C -5.291 -1.206 -3.900
N -5.001 -2.613 -3.558
C -5.267 1.472 -0.124
C -3.894 1.037 0.405
C -3.225 2.039 1.354
C -2.354 1.330 2.357
O -2.217 0.176 2.424
O -1.646 2.125 3.218
C -6.188 3.939 -0.911
F -7.382 3.541 -0.393
F -5.501 4.489 0.122
C -6.544 5.044 -1.946
F -7.770 5.531 -1.681
F -5.717 6.074 -1.868
H 1.118 2.243 0.401
H 0.061 0.777 0.413
H 1.771 0.654 0.713
H -0.092 2.397 -1.629
H 1.633 2.832 -1.838
H 1.173 0.739 -3.688
H 1.362 2.441 -4.013
H -1.342 1.724 -3.116
H -0.871 0.938 -4.643
H -1.785 2.914 -5.424
H -0.052 3.323 -5.265
H -1.053 3.891 -2.749
H -0.443 5.010 -3.907
H -2.658 5.422 -4.824
H -2.661 5.649 -3.056
H -4.669 4.512 -3.949
H -3.635 3.142 -4.375
H -2.898 2.864 -2.058
H -3.658 4.332 -1.548
H -6.448 2.265 -2.528
H -3.521 0.714 -2.486
H -4.580 1.241 -3.758
H -5.066 -0.889 -1.783
H -6.470 -0.027 -2.428
H -4.509 -0.835 -4.545
H -6.253 -1.198 -4.410
H -4.012 -2.801 -3.582
H -5.399 -2.841 -2.660
H -5.872 0.573 -0.168
H -5.717 2.075 0.660
H -4.057 0.114 0.947
H -3.164 0.812 -0.367
H -3.908 2.757 1.799
H -2.539 2.630 0.736
H -1.534 2.966 2.753
H -6.612 4.614 -2.941
C 5.259 -0.460 1.086
O 5.372 0.732 0.784
N 4.201 -1.211 0.668
N 6.187 -1.090 1.854
H 4.075 -2.183 0.893
H 3.516 -0.744 0.099
H 6.984 -0.546 2.164
H 6.114 -2.055 2.118
C 9.536 0.872 1.576
O 8.909 0.071 2.259
N 10.675 1.475 2.003
N 9.129 1.240 0.324
H 11.189 2.136 1.454
H 11.000 1.251 2.926
H 8.281 0.822 -0.017
H 9.616 1.900 -0.252
C 0.963 -2.605 4.217
O 1.667 -3.600 4.312
N 1.484 -1.350 4.028
N -0.387 -2.649 4.282
H 0.923 -0.522 3.942
H 2.484 -1.276 3.967
H -0.815 -3.550 4.411
H -0.974 -1.839 4.200
C 6.556 4.485 -0.152
O 7.393 5.335 0.142
N 6.659 3.190 0.244
N 5.448 4.762 -0.891
H 5.982 2.481 0.022
H 7.455 2.933 0.795
H 5.321 5.710 -1.189
H 4.756 4.079 -1.132
C -8.920 -3.320 -4.877
O -8.696 -2.184 -5.251
N -10.081 -3.979 -5.191
N -8.038 -4.031 -4.114
H -10.287 -4.913 -4.896
H -10.750 -3.485 -5.750
H -7.173 -3.577 -3.868
H -8.206 -4.966 -3.797
C 9.678 4.289 4.329
O 9.848 3.095 4.501
N 9.884 5.210 5.322
N 9.264 4.808 3.135
H 9.749 6.195 5.203
H 10.187 4.862 6.212
H 9.096 4.164 2.385
H 9.113 5.786 2.972
C -9.532 1.631 -0.246
O -8.945 1.168 -1.213
N -10.729 1.137 0.191
N -9.032 2.677 0.463
H -11.226 1.502 0.981
H -11.121 0.367 -0.318
H -8.152 3.060 0.158
H -9.491 3.078 1.258
C -7.180 -1.823 0.589
O -6.271 -1.049 0.853
N -7.218 -3.098 1.087
N -8.213 -1.469 -0.218
H -7.950 -3.750 0.885
H -6.463 -3.380 1.684
H -8.187 -0.538 -0.629
H -8.975 -2.079 -0.440
C 7.971 -4.363 0.612
O 7.095 -4.080 -0.187
N 8.293 -3.557 1.664
N 8.705 -5.515 0.519
H 9.007 -3.771 2.333
H 7.773 -2.704 1.757
H 8.485 -6.132 -0.240
H 9.434 -5.774 1.162
C -2.863 -5.201 5.818
O -2.892 -4.878 4.646
N -2.301 -6.376 6.241
N -3.392 -4.422 6.811
H -2.262 -6.661 7.202
H -1.900 -6.970 5.538
H -3.812 -3.553 6.536
H -3.375 -4.670 7.783
C -5.673 -8.943 5.924
O -5.876 -10.110 5.648
N -6.687 -8.074 6.230
N -4.420 -8.396 5.953
H -6.542 -7.109 6.459
H -7.621 -8.439 6.220
H -3.653 -9.003 5.732
H -4.233 -7.439 6.177
C 3.229 0.700 -6.136
O 2.653 -0.052 -5.375
N 4.397 1.329 -5.801
N 2.757 0.982 -7.390
H 4.889 1.953 -6.412
H 4.770 1.144 -4.889
H 1.902 0.538 -7.667
H 3.216 1.599 -8.032
C 3.057 4.152 2.080
O 3.061 4.574 0.937
N 3.755 3.041 2.457
N 2.349 4.763 3.083
H 3.764 2.685 3.393
H 4.292 2.562 1.749
H 1.827 5.583 2.840
H 2.331 4.436 4.030
C 12.177 -6.179 -0.552
O 11.920 -6.494 0.599
N 13.456 -6.143 -1.034
N 11.205 -5.839 -1.445
H 13.688 -5.887 -1.974
H 14.192 -6.387 -0.398
H 10.262 -5.861 -1.102
H 11.381 -5.574 -2.395

***

The following is a quantum chemistry calculation of a gas-phase ion, C3H4NO4S (charge -1) in a non-equilibrium geometry, from the OMol25 dataset.

Computed properties:
total charge: -1
Kohn-Sham gap: 8.1840 eV
electronic energy: -870.6549 a.u.
SMILES string: O=C([O-])/C(=[NH+]/[O-])[C@H](O)S

Positions of all 13 atoms, in Å:
O -2.638 0.545 -0.735
C -1.522 0.832 -0.288
O -0.998 1.951 -0.101
C -0.656 -0.390 0.093
N -1.219 -1.522 -0.051
O -0.701 -2.626 0.200
C 0.747 -0.194 0.525
O 0.942 0.928 1.280
S 1.756 -0.087 -1.076
H -2.195 -1.454 -0.412
H 1.167 -1.073 1.028
H 0.315 1.605 0.887
H 1.080 0.962 -1.534

***

The following is a quantum chemistry calculation of a single C16H19NO5 molecule in a non-equilibrium geometry, from the OMol25 dataset.

Computed properties:
Kohn-Sham gap: 8.5008 eV
electronic energy: -1051.9738 a.u.
SMILES string: C=CCc1cc(OC)ccc1OCCON1C(=O)CCC1=O

Positions of all 41 atoms, in Å:
C -3.532 -2.998 2.086
C -2.758 -2.720 1.054
C -3.241 -2.113 -0.229
C -2.605 -0.762 -0.424
C -3.288 0.392 -0.103
C -2.704 1.651 -0.251
O -3.483 2.716 0.105
C -2.940 4.006 -0.027
C -1.408 1.734 -0.734
C -0.710 0.580 -1.060
C -1.291 -0.667 -0.906
O -0.673 -1.866 -1.200
C 0.642 -1.852 -1.680
C 1.671 -1.457 -0.606
O 2.526 -0.485 -1.206
N 3.420 0.086 -0.319
C 4.559 -0.566 0.119
O 4.858 -1.693 -0.161
C 5.297 0.410 1.010
C 4.439 1.673 1.036
C 3.235 1.370 0.170
O 2.293 2.069 -0.070
H -3.142 -3.427 2.994
H -4.594 -2.815 2.064
H -1.694 -2.908 1.094
H -2.950 -2.762 -1.057
H -4.327 -2.014 -0.210
H -4.297 0.340 0.274
H -3.718 4.690 0.311
H -2.688 4.232 -1.068
H -2.049 4.134 0.597
H -0.908 2.680 -0.859
H 0.297 0.694 -1.426
H 0.825 -2.871 -2.027
H 0.756 -1.167 -2.529
H 1.151 -1.020 0.257
H 2.262 -2.317 -0.276
H 6.291 0.580 0.596
H 5.427 -0.037 1.995
H 4.098 1.936 2.038
H 4.953 2.544 0.629

***

The following is a quantum chemistry calculation of a molecular structure, C14H11AuN2O5Se in a non-equilibrium geometry, from the OMol25 dataset.

Computed properties:
Kohn-Sham gap (spin up / spin down): 4.9387 / 4.9511 eV
electronic energy: -3562.7187 a.u.

Positions of all 34 atoms, in Å:
Au -1.203 1.186 -0.915
O -0.648 0.836 1.459
C -1.203 -0.054 2.096
C -1.811 -1.248 1.592
C -2.443 -2.089 2.516
C -3.067 -3.249 2.113
C -3.060 -3.623 0.756
C -2.451 -2.829 -0.163
C -1.808 -1.600 0.191
O -1.248 -0.927 -0.729
N -3.738 -4.079 3.067
O -3.629 -3.793 4.243
O -4.379 -5.021 2.642
H -1.260 0.056 3.195
H -2.469 -1.814 3.562
H -3.553 -4.542 0.474
H -2.433 -3.097 -1.209
C -0.365 4.038 -1.088
C -1.580 3.161 -1.037
O -2.701 3.569 -0.934
H -0.637 5.084 -1.220
H 0.299 3.716 -1.885
H 0.158 3.913 -0.139
Se 1.608 1.235 -0.003
C 3.159 1.163 -1.115
C 3.814 2.338 -1.479
C 4.989 2.229 -2.205
N 5.515 1.073 -2.558
C 4.890 -0.042 -2.226
C 3.705 -0.055 -1.511
H 3.421 3.302 -1.191
H 5.539 3.111 -2.503
H 5.368 -0.961 -2.541
H 3.218 -0.986 -1.256

***

The following is a quantum chemistry calculation of a single C5H6Cl3NO5 molecule in a non-equilibrium geometry, from the OMol25 dataset.

Computed properties:
Kohn-Sham gap: 10.3072 eV
electronic energy: -2005.5034 a.u.
SMILES string: C=[N+]([O-])O[C@@](C)(O)OC(=O)C(Cl)(Cl)Cl

Positions of all 20 atoms, in Å:
C -1.469 1.893 -1.869
N -0.999 1.520 -0.806
O -0.499 2.195 0.100
O -1.352 0.116 -0.556
C -0.744 -0.726 0.424
C -1.535 -0.929 1.685
O -0.690 -1.975 -0.153
O 0.547 -0.275 0.732
C 1.446 -0.268 -0.269
O 1.295 -0.656 -1.345
C 2.888 0.014 0.322
Cl 3.931 0.634 -0.874
Cl 3.290 -1.711 0.733
Cl 2.746 1.123 1.723
H -1.931 1.101 -2.467
H -1.311 2.927 -2.128
H -1.356 -1.973 2.002
H -2.569 -0.894 1.486
H -1.044 -0.288 2.426
H -0.645 -1.828 -1.168

***

The following is a quantum chemistry calculation of 14 unconnected molecules or ions with the total composition C36H104N4O14 in a non-equilibrium geometry, from the OMol25 dataset.

Computed properties:
Kohn-Sham gap: 9.3415 eV
electronic energy: -2706.1383 a.u.

Positions of all 158 atoms, in Å:
C -1.588 -3.100 -0.500
C -1.055 -3.833 0.732
C -1.008 -5.366 0.496
O -0.387 -5.776 -0.731
C -0.339 -7.161 -0.946
N 0.262 -3.223 0.981
H -1.744 -2.047 -0.307
H -2.542 -3.513 -0.791
H -0.978 -3.228 -1.369
H -1.744 -3.622 1.548
H -2.034 -5.779 0.560
H -0.560 -5.812 1.378
H -1.323 -7.648 -0.763
H 0.486 -7.563 -0.346
H -0.113 -7.252 -2.012
H 0.837 -3.107 0.121
H 0.799 -3.861 1.557
C 0.221 -5.889 5.700
C -0.038 -4.486 5.106
C 1.306 -3.912 4.606
O 1.920 -4.687 3.598
C 3.252 -4.360 3.354
N -1.119 -4.381 4.105
H -0.127 -6.579 4.976
H -0.239 -5.937 6.671
H 1.207 -6.153 5.801
H -0.263 -3.833 5.923
H 2.022 -3.812 5.474
H 1.063 -2.919 4.232
H 3.513 -5.111 2.623
H 3.947 -4.332 4.168
H 3.294 -3.367 2.844
H -1.178 -3.510 3.615
H -2.033 -4.606 4.541
C -1.884 1.210 -4.453
C -2.458 2.573 -4.849
C -3.901 2.608 -4.513
O -4.519 3.882 -4.927
C -5.745 4.050 -4.340
N -1.635 3.581 -4.071
H -2.466 0.504 -5.028
H -2.110 1.055 -3.408
H -0.878 1.177 -4.638
H -2.335 2.730 -5.957
H -4.146 2.299 -3.501
H -4.327 1.912 -5.248
H -6.156 3.102 -3.897
H -6.493 4.368 -5.108
H -5.792 4.718 -3.502
H -2.093 4.545 -4.027
H -0.821 3.782 -4.622
C -1.931 1.603 2.118
C -1.202 0.289 1.711
C -0.645 0.468 0.240
O 0.233 1.537 0.157
C 0.279 2.110 -1.134
N -0.115 -0.067 2.628
H -2.356 1.414 3.102
H -2.582 1.900 1.295
H -1.149 2.310 2.261
H -1.887 -0.569 1.633
H -1.502 0.664 -0.394
H -0.152 -0.460 -0.109
H 0.980 2.920 -1.042
H -0.680 2.504 -1.483
H 0.541 1.372 -1.968
H 0.512 -0.828 2.232
H 0.442 0.712 2.947
C -4.791 0.149 -1.576
C -5.337 1.099 -0.544
O -5.409 2.391 -1.097
H -5.247 0.049 -2.576
H -4.810 -0.889 -1.186
H -3.747 0.373 -1.815
H -4.746 1.125 0.422
H -6.336 0.829 -0.296
H -4.934 3.096 -0.560
C 2.331 0.179 7.986
C 3.199 -0.049 6.737
O 2.336 -0.130 5.615
H 1.552 -0.550 8.107
H 1.857 1.136 7.939
H 2.934 0.152 8.885
H 3.820 -0.972 6.834
H 3.875 0.794 6.533
H 1.505 -0.616 5.782
C 4.612 3.683 -2.868
C 5.218 3.955 -1.542
O 6.058 5.127 -1.511
H 3.902 4.502 -3.158
H 4.054 2.763 -2.999
H 5.389 3.577 -3.588
H 5.785 3.054 -1.223
H 4.480 4.071 -0.780
H 5.964 5.481 -2.407
C 3.803 7.648 -0.379
C 3.012 8.441 0.670
O 3.826 8.559 1.810
H 3.192 7.507 -1.239
H 4.052 6.627 -0.055
H 4.678 8.151 -0.811
H 2.092 7.895 0.905
H 2.692 9.423 0.328
H 3.370 9.078 2.500
C 4.661 1.247 1.704
C 3.627 0.102 2.144
O 2.894 0.758 3.179
H 5.430 1.284 2.460
H 4.056 2.150 1.779
H 5.006 1.023 0.641
H 4.123 -0.759 2.520
H 3.029 -0.263 1.291
H 2.775 0.209 3.984
C 2.765 -0.999 -5.747
C 1.577 -0.099 -5.465
O 1.561 0.301 -4.085
H 3.672 -0.374 -5.869
H 2.607 -1.505 -6.691
H 2.991 -1.820 -4.997
H 0.652 -0.550 -5.806
H 1.693 0.790 -6.065
H 0.718 -0.101 -3.765
C -1.920 -0.425 7.256
C -1.599 0.093 5.869
O -0.716 -0.863 5.342
H -0.999 -0.798 7.698
H -2.548 -1.309 7.218
H -2.321 0.410 7.824
H -1.023 1.012 6.080
H -2.570 0.286 5.351
H -0.694 -0.804 4.365
C -2.358 5.906 -0.666
C -2.695 4.427 -0.725
O -3.766 4.083 0.133
H -1.566 6.086 -1.354
H -1.969 6.090 0.379
H -3.240 6.565 -0.776
H -1.846 3.825 -0.359
H -2.943 4.029 -1.707
H -3.569 4.520 0.964
C 1.773 -4.983 -5.347
C 1.748 -4.889 -3.790
O 0.463 -4.503 -3.363
H 1.280 -4.052 -5.751
H 1.124 -5.796 -5.734
H 2.804 -5.106 -5.798
H 2.517 -4.160 -3.618
H 2.050 -5.837 -3.321
H 0.195 -4.969 -2.579
C -2.945 -2.889 -4.066
C -1.688 -2.442 -4.724
O -0.638 -1.933 -3.841
H -3.571 -3.177 -4.862
H -3.449 -2.199 -3.393
H -2.771 -3.821 -3.517
H -1.892 -1.662 -5.441
H -1.321 -3.319 -5.298
H -0.151 -2.710 -3.553